C53H53FeN10O6PSe as an isolated structure in a non-equilibrium geometry, computed with the ωB97M-V functional and the def2-TZVPD basis.

Last column: Mulliken charge in e.
Element x y z (Å)
Fe  15.0868  17.4387  15.6206  0.68
C  14.3854  14.2079  19.0066  -1.09
N  15.4912  14.8931  18.3453  0.90
C  15.6458  14.9631  16.9684  -1.26
N  16.1555  16.2231  16.7238  0.55
C  16.7106  16.7586  17.8848  0.02
C  16.2246  15.9073  18.9154  1.05
C  16.4315  15.9898  20.3529  -0.02
C  16.1274  17.1793  21.0158  -0.59
C  16.0470  17.1475  22.3759  -0.76
C  16.4104  16.0436  23.1196  -0.30
C  16.6956  14.8460  22.4855  -0.86
C  16.7719  14.8361  21.0869  -0.36
C  17.8779  17.5445  17.6125  0.47
C  18.9712  17.4469  18.4322  -0.92
C  20.2167  17.9469  17.9771  -0.54
C  20.3910  18.6054  16.7157  -0.93
C  19.2647  18.7519  15.9591  -0.81
C  17.9153  18.4759  16.4351  2.69
P  14.8176  13.8942  15.8539  -0.26
C  16.1268  12.7556  15.3422  -0.29
N  17.0846  13.0023  14.4127  0.18
C  17.8501  11.8150  14.2847  -0.20
C  17.3159  10.8515  15.1649  0.78
N  16.2905  11.5063  15.8132  0.18
C  15.6230  11.0277  17.0489  -0.82
C  17.6732  9.4762  15.4814  -0.33
C  16.7703  8.3814  15.4299  -0.50
C  17.2024  7.0611  15.7134  -0.62
C  18.5613  6.7784  15.8148  -0.65
C  19.3991  7.9228  15.8944  -0.37
C  19.0004  9.2222  15.8611  -0.39
C  19.1023  11.8653  13.5824  1.11
C  19.7171  10.7067  13.0601  -0.44
C  21.0548  10.8128  12.6169  -0.73
C  21.6385  12.0675  12.4789  -0.30
C  20.9287  13.2420  12.7387  -0.52
C  19.6815  13.1458  13.3855  -1.51
C  12.4498  16.1560  15.9186  -0.87
N  13.1404  16.9201  14.9956  0.43
C  12.1597  17.3953  14.1299  -1.19
C  10.8946  16.9066  14.4134  0.46
N  11.0795  16.1058  15.5287  0.23
C  10.0798  15.6752  16.5188  -1.17
C  9.5343  17.1727  13.9843  0.20
C  8.9531  18.3629  13.4473  0.09
C  7.5899  18.5237  13.2317  -1.18
C  6.7782  17.4428  13.1945  -0.20
C  7.2905  16.1205  13.4753  -0.97
C  8.6156  16.0418  13.8984  -0.19
C  12.5636  18.3309  13.0683  1.82
C  11.6765  18.6224  11.9857  -1.34
C  12.0926  19.5733  11.0769  -0.71
C  13.3058  20.2384  11.1710  -0.74
C  14.2382  19.9158  12.1884  -0.73
C  13.7898  19.0319  13.1487  -0.69
H  13.9301  13.4276  18.3123  0.42
H  14.7131  13.7872  19.9628  0.43
H  13.6653  14.9576  19.2552  0.32
H  15.8657  18.0333  20.4607  0.63
H  15.8439  18.0440  22.9780  0.34
H  16.5852  16.1535  24.2213  0.35
H  16.9708  14.0428  23.1329  0.41
H  16.9925  13.8766  20.5618  0.48
H  19.0053  16.9751  19.4047  0.49
H  20.9248  18.1991  18.7738  0.45
H  21.3760  18.8804  16.3752  0.55
H  19.2990  18.9902  14.8859  0.45
H  17.3106  18.1975  15.5202  -0.96
H  15.8315  9.9557  17.2237  0.48
H  15.8530  11.6399  17.9492  0.04
H  14.5366  11.1832  16.7921  0.39
H  15.7297  8.5285  15.1501  0.50
H  16.5065  6.2751  15.6119  0.40
H  18.9704  5.7781  15.9465  0.41
H  20.5021  7.7302  16.0883  0.29
H  19.6225  10.0822  15.9944  0.58
H  19.2045  9.7335  13.0494  0.59
H  21.7099  9.9564  12.4498  0.40
H  22.7051  12.1357  12.1103  0.34
H  21.4130  14.2415  12.7521  0.38
H  19.1922  13.9596  13.8999  0.86
H  9.9898  14.6026  16.3114  0.37
H  10.4771  15.7932  17.5270  0.30
H  9.0806  16.1466  16.3606  0.41
H  9.6074  19.2104  13.3591  0.54
H  7.2562  19.4665  12.9128  0.44
H  5.7767  17.6564  12.9437  0.41
H  6.7054  15.2431  13.3754  0.46
H  9.0321  15.0594  14.1603  0.32
H  10.7553  18.0088  11.8934  0.82
H  11.4333  19.6707  10.1641  0.32
H  13.5603  20.9676  10.4269  0.42
H  15.1916  20.4350  12.2524  0.48
H  14.3391  18.8610  14.0848  1.49
O  21.4999  14.2253  15.6598  -0.61
H  22.1607  13.8976  16.3186  0.26
H  21.0943  13.5297  15.1348  0.34
O  21.7051  16.5408  13.5246  -0.62
H  21.8625  16.0099  14.3594  0.31
H  22.0354  17.4412  13.6717  0.28
O  15.6389  21.7422  16.8153  -0.63
Se  15.5848  20.2242  17.3811  0.85
O  12.8892  15.7512  16.9968  -0.57
O  14.7684  19.2937  16.1963  -0.78
O  17.3944  19.7666  16.7998  -0.62
C  14.1672  13.3048  11.0298  -1.26
C  15.5066  13.7237  10.4366  0.97
C  16.6227  12.7322  10.6966  -1.35
C  15.9358  15.2046  10.6212  -1.04
N  16.0918  15.6373  12.0107  1.07
C  15.2452  15.8677  13.1025  -1.25
N  15.8289  16.8251  13.8728  1.29
N  16.9290  17.2938  13.1924  -0.38
N  17.0492  16.6642  12.0909  -0.99
H  13.9002  12.2867  10.7331  0.45
H  13.3833  14.0610  10.7908  0.35
H  14.3475  13.3202  12.0870  0.05
H  15.2443  13.7061  9.3181  0.22
H  16.9854  12.8814  11.7336  0.12
H  17.4348  12.8601  9.9580  0.37
H  16.3230  11.7018  10.6420  0.46
H  15.3305  15.9281  10.0214  0.34
H  16.9776  15.2485  10.2105  0.40
H  14.3177  15.3882  13.3166  0.62

Total charge: +1
Spin multiplicity: 6
Expectation value of S²: 8.77
HOMO level (alpha / beta): -0.3121 / -0.3084 Eh